1.
66
Properties=species:S:1:pos:R:3:forces:R:3 method="wB97M-V/def2-TZVPD" homo_lumo_gap_ha=0.169 lumo_energy_ev=-1.03 e_tot_ev=-119111.4203
Ca 0.176 0.504 0.565 1.1 0.6 0.7
C -3.905 2.027 2.072 0.0 0.0 0.0
C -2.806 1.368 1.296 0.1 0.0 0.0
N -1.744 1.925 0.869 -0.4 0.1 0.0
C -1.348 3.292 1.195 0.1 0.0 -0.1
C -0.240 3.760 0.246 0.0 -0.2 -0.1
N 0.814 2.747 0.187 0.1 0.7 0.1
C 1.945 3.025 -0.715 0.0 -0.2 0.0
C 2.433 1.750 -1.444 -0.1 0.0 0.1
N 2.259 0.543 -0.631 0.5 -0.2 -0.4
C 2.447 -0.715 -1.362 -0.1 0.0 0.1
C 1.941 -1.915 -0.549 0.0 0.1 -0.1
N 0.578 -1.658 -0.101 0.1 -0.8 -0.2
C -0.320 -2.538 0.068 0.0 0.0 -0.1
C -0.182 -4.014 -0.135 0.0 0.0 0.0
C -1.658 -2.024 0.551 0.1 0.0 -0.1
C -2.678 -2.859 0.988 0.0 0.0 0.0
C -3.842 -2.284 1.471 0.0 0.0 0.0
C -3.956 -0.903 1.540 -0.1 0.0 0.0
C -2.889 -0.131 1.103 0.1 0.0 0.0
N -1.796 -0.699 0.596 -0.7 -0.4 -0.1
H -3.798 3.106 2.092 0.0 0.0 0.0
H -3.892 1.663 3.102 0.0 0.0 0.0
H -4.877 1.780 1.643 0.0 0.0 0.0
H -0.944 3.256 2.214 0.0 0.0 0.0
H -2.175 4.006 1.184 0.0 0.0 0.0
H 0.123 4.738 0.583 0.0 0.0 0.0
H -0.652 3.895 -0.761 0.0 0.0 0.0
H 1.223 2.635 1.135 0.0 0.0 -0.2
H 2.770 3.473 -0.157 0.0 0.0 0.0
H 1.631 3.753 -1.467 0.0 0.0 0.0
H 3.477 1.897 -1.744 0.0 0.0 -0.1
H 1.855 1.604 -2.363 0.0 0.0 0.0
H 2.893 0.597 0.176 -0.1 0.0 0.1
H 3.494 -0.892 -1.636 0.0 0.0 0.0
H 1.862 -0.664 -2.283 0.0 0.0 0.0
H 2.563 -2.056 0.340 0.0 0.0 0.0
H 2.025 -2.809 -1.171 0.0 0.0 0.0
H 0.768 -4.272 -0.590 0.0 0.0 0.0
H -0.984 -4.381 -0.777 0.0 0.0 0.0
H -0.247 -4.527 0.828 0.0 0.0 0.0
H -2.563 -3.932 0.970 0.0 0.0 0.0
H -4.652 -2.912 1.818 0.0 0.0 0.0
H -4.845 -0.447 1.951 0.0 0.0 0.0
S 4.182 -2.663 6.083 0.0 0.0 0.1
C 3.358 -1.596 5.128 0.0 -0.1 -0.2
S 4.100 -0.353 4.196 0.0 0.1 0.0
C 2.667 0.308 3.424 -0.1 -0.1 0.0
C 1.509 -0.305 3.758 0.1 0.0 0.0
S -0.101 0.078 3.203 -0.4 -0.1 0.3
S 1.655 -1.646 4.879 0.0 0.1 0.1
S 2.910 1.637 2.325 0.1 0.0 -0.1
C -3.189 2.163 -3.766 0.0 0.0 0.0
C -2.604 0.849 -4.125 0.0 0.0 0.0
N -2.877 0.164 -5.184 0.0 0.0 0.0
N -2.109 -0.961 -5.060 0.0 0.0 0.0
C -1.344 -1.004 -3.952 0.0 0.0 0.0
S -0.322 -2.217 -3.470 0.0 0.0 0.0
N -1.670 0.191 -3.347 0.0 0.1 0.0
N -1.139 0.646 -2.146 0.1 0.0 0.1
H -3.850 2.476 -4.569 0.0 0.0 0.0
H -2.415 2.920 -3.634 0.0 0.0 0.0
H -3.760 2.096 -2.839 0.0 0.0 0.0
H -2.129 -1.676 -5.765 0.0 0.0 0.0
H -1.815 0.524 -1.397 -0.1 0.0 0.0
H -0.911 1.630 -2.235 0.0 0.0 0.0

2.
59
Properties=species:S:1:pos:R:3:forces:R:3 method="wB97M-V/def2-TZVPD" homo_lumo_gap_ha="0.222 / 0.213" lumo_energy_ev="-7.77 / -7.87" de_lowest_kcal_mol=28.03 e_tot_ev=-75467.1739 charge=+2
W -0.201 0.706 0.172 0.4 -0.7 0.4
C 1.124 -0.536 2.858 0.0 0.0 -0.1
N 0.296 -0.976 1.683 0.0 0.0 0.1
C -0.700 -1.928 2.233 0.1 0.0 0.0
C 1.113 -1.538 0.623 -0.1 -0.1 0.0
C 1.103 -2.879 0.234 0.0 0.1 0.0
C 1.861 -3.265 -0.850 0.0 0.0 0.0
C 2.609 -2.334 -1.586 0.0 0.0 0.0
C 2.616 -1.009 -1.231 0.0 0.0 0.1
C 1.885 -0.604 -0.099 0.0 0.3 -0.1
N 1.733 0.723 0.326 -0.1 0.1 -0.2
C 2.600 1.793 0.070 0.0 0.0 0.0
C 3.973 1.721 -0.114 0.0 0.1 0.0
C 4.658 2.903 -0.353 0.0 0.0 0.0
C 3.986 4.118 -0.388 0.0 0.0 0.0
C 2.616 4.181 -0.163 0.0 -0.1 0.0
C 1.930 3.001 0.063 0.0 0.0 0.0
N 0.506 2.910 0.440 0.0 0.1 0.1
C -0.272 3.936 -0.321 0.0 0.0 0.0
C 0.484 3.275 1.901 0.0 0.1 -0.1
H 1.548 -1.422 3.333 0.0 0.0 0.0
H 0.469 -0.026 3.561 0.0 0.0 0.0
H 1.917 0.129 2.538 0.0 0.0 0.0
H -0.185 -2.762 2.714 0.0 0.0 0.0
H -1.356 -2.304 1.457 0.0 0.0 0.0
H -1.283 -1.404 2.983 0.0 0.0 0.0
H 0.523 -3.609 0.778 0.0 0.0 0.0
H 1.877 -4.306 -1.144 0.0 0.0 0.0
H 3.176 -2.663 -2.445 0.0 0.0 0.0
H 3.168 -0.276 -1.803 0.0 0.0 0.0
H 4.498 0.778 -0.070 0.0 0.0 0.0
H 5.727 2.876 -0.512 0.0 0.0 0.0
H 4.532 5.029 -0.583 0.0 0.0 0.0
H 2.116 5.138 -0.173 0.0 0.0 0.0
H -0.028 4.929 0.055 0.0 0.0 0.0
H -1.333 3.762 -0.190 0.0 0.0 0.0
H -0.020 3.860 -1.372 0.0 0.0 0.0
H 0.983 4.235 2.032 0.0 0.0 0.0
H 1.018 2.516 2.470 0.0 0.0 0.0
H -0.537 3.372 2.254 0.0 0.0 0.0
Cl -3.503 0.089 2.178 -0.1 -0.1 0.0
Si -2.236 1.449 1.383 0.1 0.2 -0.3
Cl -0.386 1.346 -2.045 -0.1 0.0 -0.2
Cl -3.129 3.230 1.681 0.0 0.0 0.1
C -2.532 -3.443 -2.417 -0.1 0.0 0.0
C -3.316 -2.439 -1.553 0.2 0.1 0.0
C -4.098 -3.146 -0.439 0.0 -0.1 0.0
C -4.240 -1.560 -2.413 0.0 -0.1 0.0
C -2.326 -1.547 -0.940 0.1 0.0 0.0
N -1.537 -0.846 -0.486 -0.2 0.1 0.1
H -3.251 -4.127 -2.868 0.0 0.0 0.0
H -1.836 -4.029 -1.818 0.0 0.0 0.0
H -1.988 -2.940 -3.216 0.0 0.0 0.0
H -4.860 -3.765 -0.912 0.0 0.0 0.0
H -4.599 -2.434 0.216 0.0 0.0 0.0
H -3.459 -3.799 0.155 0.0 0.0 0.0
H -4.947 -2.220 -2.917 0.0 0.0 0.0
H -3.684 -1.010 -3.170 0.0 0.0 0.0
H -4.806 -0.860 -1.800 0.0 0.0 0.0

3.
57
Properties=species:S:1:pos:R:3:forces:R:3 method="wB97M-V/def2-TZVPD" homo_lumo_gap_ha=0.308 lumo_energy_ev=0.14 e_tot_ev=-62380.5704
C -5.491 0.192 0.802 2.8 0.3 -6.3
C -4.304 1.191 0.490 -8.8 1.5 -0.4
C -4.565 2.519 -0.116 -8.8 -8.9 2.8
C -3.675 3.336 -0.328 4.9 8.4 -4.2
C -2.415 2.903 -0.047 2.9 0.7 2.8
C -2.193 1.781 0.754 2.2 1.9 -1.2
C -3.227 0.788 1.041 5.0 15.1 -6.3
N -2.879 -0.297 1.335 -1.2 -14.4 8.6
C -1.696 -0.906 1.526 1.8 -1.3 3.4
N -0.703 -0.960 0.604 -5.3 0.8 7.4
C 0.524 -1.249 0.895 5.0 -9.2 -1.7
C 1.363 -0.334 1.499 4.3 -4.7 7.5
C 1.838 0.640 0.654 -1.7 11.5 1.6
N 3.091 0.899 0.085 -2.6 -2.3 -3.0
C 4.246 0.813 0.754 -1.2 2.2 10.4
C 5.403 1.113 0.129 7.2 1.6 -5.7
N 5.685 0.053 -1.043 -4.8 9.4 0.2
C 6.161 -1.120 -0.626 0.5 -3.0 -2.9
H 6.472 -1.550 -1.671 -1.1 -1.0 2.0
H 5.536 -1.604 0.092 -0.1 -1.5 0.4
H 7.112 -0.903 -0.312 2.4 0.1 1.8
C 4.299 0.226 -1.697 7.2 -9.4 -2.8
C 3.183 -0.079 -0.933 -2.8 2.7 -2.1
H 2.231 -0.107 -1.442 -0.2 0.7 -1.1
H 3.287 -1.043 -0.820 0.4 -5.6 2.9
H 4.616 -0.599 -2.647 -1.9 1.2 2.3
H 4.270 0.921 -2.324 0.1 7.1 -4.1
H 6.418 1.315 0.579 -1.4 -0.9 0.8
H 5.256 2.102 -0.323 0.1 -0.2 -0.9
H 4.174 1.571 1.707 0.0 -1.0 -1.9
H 4.431 -0.019 1.355 -0.4 -2.6 0.9
H 0.997 0.979 -0.096 1.8 -0.6 1.0
H 1.885 1.730 1.452 -0.7 -2.5 -1.8
H 2.364 -1.058 1.887 -2.5 1.9 -1.0
H 0.915 -0.194 2.515 0.6 1.3 -0.7
H 1.072 -1.549 -0.032 -0.9 0.3 0.0
H 0.504 -2.327 1.340 0.3 1.8 0.2
C -1.122 -0.596 -0.489 -1.3 -2.9 -16.5
C -2.388 -1.282 -1.156 -0.1 1.8 0.6
C -2.918 -2.439 -0.725 8.2 -4.8 4.2
C -3.948 -2.992 -1.272 -7.8 3.7 -4.4
C -4.642 -1.865 -2.004 0.4 -3.6 -1.5
S -3.565 -0.606 -2.245 0.8 0.8 0.9
H -5.446 -2.075 -2.806 1.3 0.6 1.6
H -4.632 -3.793 -1.344 0.5 -1.6 1.0
H -2.118 -3.274 -0.151 -2.2 2.8 -1.0
H -0.211 -1.047 -1.355 -2.3 1.1 1.9
H -1.125 0.315 -0.874 0.0 4.8 -0.7
S -1.374 -1.665 2.934 -0.6 -0.6 1.7
H -3.676 -0.579 2.175 3.2 -0.5 -2.6
H -1.113 1.724 1.014 -0.9 -0.6 0.3
Cl -1.152 4.283 -0.172 -0.9 -1.9 0.0
H -3.768 4.375 -0.867 -0.2 -2.2 1.2
H -5.668 2.572 -0.295 1.1 0.7 -0.2
H -5.131 -0.852 0.449 -1.3 1.6 -0.2
H -6.415 0.598 0.431 -0.4 -0.4 -1.2
H -5.776 0.024 1.714 -0.6 -0.5 6.1

4.
58
Properties=species:S:1:pos:R:3:forces:R:3 method="wB97M-V/def2-TZVPD" homo_lumo_gap_ha=0.295 smiles="CC(=O)OCCCCCCc1c(CCC(C)C)c(P(O)Cl)cc2c1C(=O)NC2=O" lumo_energy_ev=-1.54 de_lowest_kcal_mol=0.00 e_tot_ev=-55780.5608
C 3.088 -0.917 2.064 -0.2 0.1 -1.1
C 4.576 -1.071 1.507 3.0 1.5 2.1
O 5.497 -0.560 2.196 -3.3 -2.1 -2.6
O 4.954 -1.743 0.315 -1.8 1.5 1.3
C 4.022 -1.496 -0.774 -0.3 0.1 -0.9
C 3.878 0.085 -1.145 -0.2 -0.9 -1.0
C 2.341 0.554 -1.118 0.1 0.0 0.0
C 2.104 2.030 -0.515 1.1 -0.1 -0.7
C 0.943 2.856 -1.253 -0.5 -0.7 0.8
C -0.470 2.851 -0.434 0.4 0.4 0.2
C -0.686 1.522 0.412 -0.3 -1.9 2.4
C -0.929 0.092 -0.214 0.2 1.5 3.1
C -0.988 0.020 -1.797 0.4 -0.4 -0.3
C -2.126 -0.911 -2.434 0.2 0.4 -0.5
C -3.520 -0.970 -1.657 -1.1 -1.5 -0.8
C -4.107 -2.480 -1.892 1.2 0.2 -0.3
C -4.660 0.012 -2.254 -0.3 -0.8 1.1
C -1.061 -1.081 0.784 0.5 2.7 2.5
P -1.288 -2.845 0.159 0.7 -0.2 -1.3
O 0.261 -3.563 0.280 -1.6 1.4 1.9
Cl -2.629 -3.790 1.542 1.1 0.7 -0.2
C -1.010 -0.889 2.347 0.6 2.6 -1.2
C -0.784 0.492 2.993 0.0 -1.9 -4.9
C -0.616 1.630 1.946 -0.3 -1.8 1.0
C -0.400 2.871 2.914 0.7 1.9 -0.6
O -0.140 4.072 2.686 -1.1 -4.2 0.3
N -0.540 2.440 4.340 -0.8 -1.1 -1.0
C -0.651 0.960 4.504 0.0 -0.6 -0.4
O -0.602 0.286 5.548 -0.4 2.7 -3.8
H 2.301 -1.482 1.442 1.2 0.7 1.1
H 2.804 0.199 1.974 0.6 -1.8 0.3
H 3.077 -1.230 3.163 0.1 0.4 -1.7
H 3.019 -1.981 -0.514 1.2 0.8 -0.4
H 4.424 -2.062 -1.689 -0.4 0.8 1.6
H 4.225 0.156 -2.246 -0.4 0.1 1.8
H 4.590 0.733 -0.532 -1.1 -1.0 -0.6
H 1.756 -0.253 -0.541 0.6 1.4 -0.9
H 1.973 0.551 -2.210 0.4 0.0 1.7
H 3.088 2.606 -0.713 -1.5 -0.9 0.4
H 1.998 1.958 0.618 -0.1 0.3 -1.5
H 0.756 2.362 -2.268 0.5 1.0 1.2
H 1.297 3.940 -1.328 -0.7 -1.5 -0.2
H -1.362 3.069 -1.133 1.4 -0.6 1.0
H -0.408 3.774 0.257 -0.3 -1.8 -0.7
H -1.066 1.051 -2.312 0.1 -1.4 1.5
H 0.033 -0.397 -2.145 -1.6 0.6 0.6
H -2.353 -0.486 -3.487 0.4 -0.6 1.6
H -1.649 -1.941 -2.634 -1.1 1.5 0.6
H -3.469 -0.843 -0.527 0.3 0.2 -1.5
H -3.221 -3.221 -1.937 -1.5 1.1 0.2
H -4.799 -2.818 -1.054 0.7 0.6 -1.3
H -4.577 -2.492 -2.931 0.2 -0.2 1.5
H -4.715 -0.034 -3.392 0.3 0.3 1.5
H -5.662 -0.428 -1.876 1.5 0.8 -0.6
H -4.596 1.069 -1.834 0.1 -1.3 -0.9
H 0.642 -3.352 1.169 -0.1 -0.4 -0.9
H -1.147 -1.810 3.010 0.2 1.4 -1.1
H -1.417 2.907 4.619 0.8 -0.1 0.7